# 1
C3H7FN2S | ωB97M-V/def2-TZVPD

```
14
Properties=species:S:1:pos:R:3
H -0.389 -2.782 0.081
N 0.245 -2.065 0.061
C -0.178 -0.844 -0.113
C -1.661 -0.638 -0.225
F -1.899 0.576 0.642
N 0.878 0.239 0.113
C 0.529 1.784 -0.215
S 2.528 -0.286 0.125
H -1.881 -0.352 -1.204
H -2.308 -1.552 0.050
H 0.424 2.251 0.873
H 1.400 2.076 -0.776
H -0.295 2.083 -0.828
H 2.607 -0.491 1.417
```

The total charge is 0. The value obtained for the energy above the lowest of the compared OMol25 structures with the same formula, charge and spin is 262.1 kJ/mol. For the orbital gap, the calculation gives 9.73 eV. Its SMILES is [H]/N=C(\CF)N(C)S. For the total energy, the calculation gives -19754.462 eV.

# 2
C3H7FN3 | ωB97M-V/def2-TZVPD

```
14
Properties=species:S:1:pos:R:3
C -1.039 -0.797 -0.859
C -0.246 -0.102 0.112
N -0.659 0.140 1.297
N 1.038 0.074 -0.287
N 2.046 0.874 0.771
C 1.853 1.187 -0.567
F 1.199 2.310 -0.739
H -2.210 -0.878 -0.715
H -0.817 -0.438 -1.918
H -0.783 -1.820 -0.816
H -1.427 -0.400 1.628
H 0.115 0.482 2.017
H 3.063 0.476 0.856
H 2.664 1.013 -1.449
```

The total charge is +1. The value obtained for the energy above the lowest of the compared OMol25 structures with the same formula, charge and spin is 287.7 kJ/mol. For the orbital gap, the calculation gives 11.25 eV. Its SMILES is CC(=[NH2+])N1N[C@@H]1F. For the total energy, the calculation gives -10402.465 eV.

# 3
C3H7FN3 | ωB97M-V/def2-TZVPD

```
14
Properties=species:S:1:pos:R:3
C -0.975 0.460 0.261
C 2.361 -0.131 0.464
C 1.894 0.171 -0.698
N -0.455 1.387 0.761
N -1.364 -0.626 -0.313
N -2.756 -0.969 -0.144
F 1.304 -0.877 -1.404
H 2.919 0.664 0.949
H 2.523 -1.122 0.680
H 1.722 1.163 -1.128
H -0.320 2.365 1.002
H -0.637 -1.253 -0.553
H -2.827 -0.891 0.829
H -3.390 -0.340 -0.706
```

Its multiplicity is 3. The total charge is +1. The value obtained for the energy above the lowest of the compared OMol25 structures with the same formula, charge and spin is 354.9 kJ/mol. For the orbital gap (alpha / beta), the calculation gives 8.05 / 4.50 eV. For the total energy, the calculation gives -10396.622 eV.

# 4
C3H7FNO | ωB97M-V/def2-TZVPD

```
13
Properties=species:S:1:pos:R:3
C 0.951 -1.672 -0.336
C 0.678 0.173 -0.923
C 0.192 0.777 0.421
N -1.284 0.570 0.663
O 1.844 -2.372 -0.333
F -0.330 -1.819 0.115
H 0.128 -0.038 -1.724
H 1.624 0.646 -1.392
H 0.789 0.432 1.267
H 0.350 1.822 0.265
H -1.722 0.601 -0.286
H -1.674 1.223 1.342
H -1.547 -0.342 0.922
```

Its multiplicity is 3. The total charge is +1. The value obtained for the energy above the lowest of the compared OMol25 structures with the same formula, charge and spin is 181.5 kJ/mol. For the orbital gap (alpha / beta), the calculation gives 6.03 / 10.32 eV. For the total energy, the calculation gives -9465.470 eV.

# 5
C3H7FO | ωB97M-V/def2-TZVPD

```
12
Properties=species:S:1:pos:R:3
C -0.480 1.207 -0.759
O -1.037 0.577 0.358
C 0.007 -0.237 1.097
C 0.334 -1.238 -0.114
F 1.390 -1.915 0.152
H 0.256 1.862 -0.353
H -1.066 1.963 -1.322
H 0.448 0.686 -1.472
H 0.923 0.335 1.693
H -0.553 -0.832 1.950
H 0.432 -0.662 -1.205
H -0.653 -1.747 -0.024
```

The total charge is 0. The value obtained for the energy above the lowest of the compared OMol25 structures with the same formula, charge and spin is 363.3 kJ/mol. For the orbital gap, the calculation gives 10.59 eV. Its SMILES is COCCF. For the total energy, the calculation gives -7985.327 eV.

# 6
C3H7FOS | ωB97M-V/def2-TZVPD

```
13
Properties=species:S:1:pos:R:3
C 0.064 0.201 1.535
C 1.123 -0.667 1.978
C -1.614 0.311 -1.559
O 0.801 -0.872 -1.530
F 0.460 1.470 1.879
S 0.201 0.432 -1.126
H 0.796 -1.698 2.143
H 1.869 -0.433 2.756
H 1.566 -0.679 0.968
H -1.961 1.261 -1.657
H -1.629 -0.427 -2.363
H -2.133 -0.105 -0.749
H 0.456 1.206 -2.274
```

The total charge is 0. The value obtained for the energy above the lowest of the compared OMol25 structures with the same formula, charge and spin is 484.4 kJ/mol. For the orbital gap, the calculation gives 9.04 eV. For the total energy, the calculation gives -18819.781 eV.

- The lowest energy above the lowest of the compared OMol25 structures with the same formula, charge and spin belongs to which entry?
  C3H7FNO